--- P ---
Below is a 2-piece molecular cluster, C3H3N3O overall, with properties calculated with ωB97M-V/def2-TZVPD.

Positions of all 10 atoms, in Å:
N: -1.37327 2.13456 -0.66509
C: -0.40327 1.41222 -0.59747
C: 0.69620 0.68865 -0.42838
C: 0.78733 -0.14648 0.77038
O: -0.05106 -0.18153 1.64785
H: -2.21977 1.79723 -1.11571
H: 1.48617 0.71029 -1.17022
H: 1.68497 -0.79683 0.80741
N: -0.59641 -2.86155 0.83919
N: -0.01089 -2.75656 -0.08795

For the molar mass, the calculation gives 97.1 g mol⁻¹. Its HOMO-LUMO gap is 10.09 eV. As for the SMILES: N=C=CC=O.N#N.

=====

--- Q ---
Below is one molecule with the formula C3H3N3O, with properties calculated with ωB97M-V/def2-TZVPD.

Positions of all 10 atoms, in Å:
H: -1.63631 -0.88621 -1.73841
N: -0.99758 -1.41439 -1.12057
N: -0.39038 -0.56230 -0.45941
C: 0.59140 -0.83939 0.46909
C: 1.01908 0.33430 1.00458
N: 0.44644 1.52301 0.62307
C: -0.47731 1.42946 -0.24952
O: -1.31677 1.87274 -0.94263
H: 0.93803 -1.84507 0.67689
H: 1.81855 0.40511 1.74022

For the molar mass, the calculation gives 97.1 g mol⁻¹. Its HOMO-LUMO gap is 8.49 eV. As for the SMILES: [H]/N=N/C=C\N=C=O.

=====

The most stable of them is P.

=====

--- P ---
Below is C3H3N3O as an isolated structure, with properties calculated with ωB97M-V/def2-TZVPD.

Positions of all 10 atoms, in Å:
O: -1.06626 1.26351 -1.02360
C: -0.50975 0.45889 -0.13581
C: -0.98231 -0.84843 -0.00060
N: -0.20839 -1.72341 0.64008
N: 1.05464 -1.38599 0.71339
C: 1.39285 -0.03673 0.41656
N: 0.55158 0.98067 0.50152
H: -0.71309 2.14846 -0.83992
H: -1.94595 -1.12958 -0.40851
H: 2.41429 0.25601 0.14199

For the molar mass, the calculation gives 97.1 g mol⁻¹. Its HOMO-LUMO gap is 9.03 eV.

=====

--- Q ---
Below is one molecule with the formula C3H3N3O, with properties calculated with ωB97M-V/def2-TZVPD.

Positions of all 10 atoms, in Å:
O: 0.77454 0.98662 1.62022
C: 1.19262 0.51426 0.59552
C: 0.27876 0.30569 -0.59538
C: 0.09850 -1.04687 -0.34703
N: -1.19297 -1.30355 -0.04137
N: -1.86075 -0.19667 -0.18761
N: -1.01202 0.75875 -0.51672
H: 2.19879 0.07091 0.48739
H: 0.90614 -1.76497 -0.29716
H: -1.38361 1.67583 -0.71787

For the molar mass, the calculation gives 97.1 g mol⁻¹. Its HOMO-LUMO gap is 10.37 eV. As for the SMILES: O=Cc1cnn[nH]1.

=====

--- R ---
Below is one molecule with the formula C3H3N3O, with properties calculated with ωB97M-V/def2-TZVPD.

Positions of all 10 atoms, in Å:
O: 1.96630 -0.31899 0.34990
C: 0.73759 -0.06636 -0.02031
C: 0.29373 1.28160 -0.12092
N: -0.97507 1.45889 0.05067
N: -1.65758 0.34059 0.27382
C: -1.26801 -0.83840 -0.09441
N: -0.00285 -1.10562 -0.32471
H: 2.03984 -1.29003 0.38137
H: 0.89426 2.14575 -0.34591
H: -2.02821 -1.60743 -0.14949

For the molar mass, the calculation gives 97.1 g mol⁻¹. Its HOMO-LUMO gap is 9.52 eV. As for the SMILES: Oc1cnncn1.

=====

--- S ---
Below is a 2-piece molecular cluster, C3H3N3O overall, with properties calculated with ωB97M-V/def2-TZVPD.

Positions of all 10 atoms, in Å:
O: 3.31569 -0.12784 0.28930
C: 2.41329 -0.78735 0.44814
N: 0.41358 0.48825 -0.13399
C: -0.58016 1.27239 -0.48089
N: -1.80804 0.70248 -0.37576
C: -1.52692 -0.50701 0.06449
N: -0.19824 -0.65212 0.21523
H: 0.44955 -1.37964 0.50985
H: -0.39224 2.28266 -0.81745
H: -2.24590 -1.28745 0.27967

For the molar mass, the calculation gives 97.1 g mol⁻¹. Its HOMO-LUMO gap is 11.14 eV.

=====

The most stable of them is S.

=====

--- P ---
Below is a 2-piece molecular cluster, C5H13NO overall, with properties calculated with ωB97M-V/def2-TZVPD.

Positions of all 20 atoms, in Å:
C: -1.58739 -0.12805 1.19159
O: -1.57501 -0.56113 -0.14185
C: -1.59332 1.38605 1.35001
C: -0.32365 2.11341 0.94292
H: -0.70992 -0.55088 1.78729
H: -2.51431 -0.51503 1.70711
H: -1.82655 1.63891 2.38759
H: -2.37623 1.77400 0.70181
H: -0.47194 3.24760 0.97736
H: 0.13089 1.82029 -0.03308
H: 0.49407 2.01421 1.71603
C: 1.22788 -1.15345 -0.85185
C: 0.29141 -2.08394 -0.95241
N: 2.33385 -1.03069 -1.88686
H: 1.13786 -0.27144 -0.18454
H: -0.81175 -1.64661 -0.61327
H: 0.31940 -2.93815 -1.61099
H: 2.14302 -1.75114 -2.58867
H: 2.42492 -0.17730 -2.43343
H: 3.28678 -1.18666 -1.46475

For the molar mass, the calculation gives 103.2 g mol⁻¹. Its HOMO-LUMO gap is 5.90 eV.

=====

--- Q ---
Below is a 2-piece molecular cluster, C5H13NO overall, with properties calculated with ωB97M-V/def2-TZVPD.

Positions of all 20 atoms, in Å:
C: -1.96118 -0.29240 -0.92983
C: -0.99149 -0.60417 0.01830
N: -1.41664 -1.41866 1.19453
C: 0.28371 0.25256 0.11938
C: 0.51230 0.70974 1.62640
C: 1.42602 -0.23931 2.47243
H: -1.39662 0.26052 -1.73330
H: -3.05363 -0.19927 -0.82801
H: -0.73784 -2.12051 1.52341
H: -2.40317 -1.83138 1.05810
H: 0.37000 1.14711 -0.47911
H: 1.12926 -0.28027 -0.10918
H: -0.57198 0.84465 2.04023
H: 0.82489 1.79123 1.66167
H: 2.45397 -0.17636 1.99126
H: 1.12009 -1.29187 2.41196
H: 1.53988 0.23398 3.57012
O: 0.62961 1.09277 -5.42286
H: 1.44857 1.43764 -5.59872
H: 0.79425 0.68401 -4.58677

For the molar mass, the calculation gives 103.2 g mol⁻¹. Its HOMO-LUMO gap is 8.83 eV. As for the SMILES: C=C(N)CCC.O.

=====

--- R ---
Below is a 2-piece molecular cluster, C5H13NO overall, with properties calculated with ωB97M-V/def2-TZVPD.

Positions of all 20 atoms, in Å:
C: -2.79141 0.40781 -0.64082
O: -2.82219 1.36469 -1.52408
C: -1.58114 0.54945 0.35461
C: -0.17953 0.29078 -0.24158
C: -0.13567 0.63900 -1.74862
C: 3.15322 -0.86300 1.44813
N: 1.81322 -1.30541 1.59036
H: -2.83525 -0.63578 -1.00801
H: -3.62238 0.45116 0.10679
H: -0.98863 0.16432 -2.20896
H: -1.53853 1.54491 0.79621
H: -1.75413 -0.21947 1.11103
H: 0.17698 -0.73835 -0.34014
H: 0.51333 0.79646 0.42925
H: -0.27169 1.71462 -1.90378
H: 0.79141 0.33887 -2.23611
H: 3.34503 0.21056 1.42393
H: 2.99215 -1.21111 0.37140
H: 3.92362 -1.38415 2.00798
H: 1.81161 -2.11536 2.21241

For the molar mass, the calculation gives 103.2 g mol⁻¹. Its HOMO-LUMO gap is 2.57 eV.

=====

--- S ---
Below is a 2-piece molecular cluster, C5H13NO overall, with properties calculated with ωB97M-V/def2-TZVPD.

Positions of all 20 atoms, in Å:
C: 1.07972 0.86937 -2.29014
C: -0.24359 0.71990 -2.30591
C: -1.13476 1.07211 -1.14643
C: -0.71329 0.41027 0.17744
N: -1.09896 -0.98913 0.13188
C: -0.95599 -1.71966 1.37531
H: 1.43488 1.43137 -1.43067
H: 1.78406 0.28037 -2.85741
H: -0.67960 0.18731 -3.14643
H: -2.13865 0.69556 -1.32566
H: -1.16688 2.15100 -0.96875
H: -1.35666 0.83104 0.95430
H: 0.35719 0.56297 0.35755
H: -0.60127 -1.46503 -0.61159
H: -0.02174 -1.43554 1.88690
H: -1.74350 -1.46134 2.08714
H: -0.95504 -2.78881 1.19024
O: 2.65664 0.20066 3.05498
H: 2.90821 -0.49169 2.43318
H: 2.58922 0.93928 2.43405

For the molar mass, the calculation gives 103.2 g mol⁻¹. Its HOMO-LUMO gap is 9.40 eV. As for the SMILES: C=CCCNC.O.

=====

The most stable of them is S.